(1)
This record from OMol25 describes a 3-piece molecular cluster, C25H30F2O6Si overall at a distorted geometry. The level of theory is ωB97M-V/def2-TZVPD.

```
64
Properties=species:S:1:pos:R:3
C 0.619 3.212 -1.199
Si -1.076 2.576 -0.637
C -1.339 2.807 1.223
C -1.454 0.800 -1.201
C -0.967 -0.341 -0.280
C 0.523 -0.399 0.003
F 0.798 -1.710 0.378
F 0.854 0.338 1.082
C 1.441 -0.115 -1.162
C 2.601 0.493 -0.945
C 3.549 0.736 -2.089
O 4.756 0.782 -1.952
C 2.890 0.942 -3.424
C 1.728 0.340 -3.645
C 1.136 -0.532 -2.570
O 0.476 -1.515 -2.865
C -2.354 3.719 -1.459
C -3.686 3.594 -1.140
C -4.650 4.388 -1.685
C -4.292 5.369 -2.567
C -2.974 5.512 -2.889
C -2.011 4.700 -2.357
H 0.896 2.709 -2.128
H 0.588 4.283 -1.400
H 1.360 3.053 -0.414
H -2.263 2.309 1.522
H -0.491 2.474 1.821
H -1.475 3.878 1.394
H -2.547 0.731 -1.215
H -1.140 0.693 -2.244
H -1.319 -1.311 -0.629
H -1.454 -0.181 0.688
H 2.939 0.809 0.034
H 3.369 1.581 -4.155
H 1.182 0.463 -4.572
H -4.002 2.839 -0.425
H -5.696 4.261 -1.438
H -5.001 6.036 -3.040
H -2.678 6.279 -3.594
H -0.987 4.862 -2.664
O -0.529 -0.642 4.251
C 0.568 -0.932 4.626
C 1.869 -0.731 3.874
C 2.834 -1.625 4.647
C 2.236 -1.602 6.045
O 0.818 -1.468 5.847
H 2.150 0.322 3.933
H 1.766 -1.037 2.839
H 3.869 -1.292 4.616
H 2.796 -2.639 4.244
H 2.585 -0.750 6.633
H 2.436 -2.516 6.599
O -0.863 -8.052 -0.453
C -0.479 -6.922 -0.513
C -0.325 -5.950 0.642
C -0.197 -4.610 -0.076
C 0.432 -5.015 -1.399
O -0.072 -6.336 -1.667
H 0.579 -6.204 1.197
H -1.192 -5.986 1.296
H 0.383 -3.872 0.466
H -1.191 -4.193 -0.252
H 1.522 -5.065 -1.342
H 0.154 -4.350 -2.213
```

Results
* 2S+1: 1
* SMILES: C[Si](C)(CCC(F)(F)C1=CC(=O)C=CC1=O)c1ccccc1.O=C1CCCO1.O=C1CCCO1
* Kohn-Sham gap: 7.87 eV
* DFT total energy: -1911.31664 Eh

These are the Löwdin partial charges, in e, on atoms 1 to 8:
1. C -0.15
2. Si 0.63
3. C -0.16
4. C -0.21
5. C -0.12
6. C -0.48
7. F 0.06
8. F 0.09

---

(2)
This record from OMol25 describes C25H30F3O7Sm as an isolated structure at a distorted geometry. The level of theory is ωB97M-V/def2-TZVPD.

```
66
Properties=species:S:1:pos:R:3
C 0.608 -3.251 -6.348
C 0.759 -2.035 -5.390
C 0.645 -4.514 -5.479
C 1.165 -4.098 -4.057
H 1.324 -5.243 -5.928
H -0.367 -4.931 -5.446
C 1.660 -2.550 -4.282
H -0.246 -1.757 -5.006
H 1.178 -1.196 -5.979
C 2.100 -1.433 -3.268
H 2.641 -2.768 -4.762
H 2.103 -4.650 -3.849
C 0.237 -4.546 -3.024
C -0.642 -3.089 -7.202
C 1.664 -3.312 -7.466
O 2.178 -4.344 -7.868
O -1.657 -2.545 -6.801
O -0.512 -3.580 -8.450
O 1.966 -2.110 -7.995
C 2.866 -2.232 -9.109
H 3.004 -1.218 -9.476
H 2.426 -2.872 -9.883
H 3.818 -2.671 -8.786
C -1.683 -3.402 -9.255
H -2.563 -3.834 -8.761
H -1.469 -3.921 -10.189
H -1.871 -2.335 -9.440
O 1.256 -0.827 -2.334
H 2.444 -0.616 -3.931
H 2.985 -1.812 -2.735
C 0.787 -5.037 -1.746
C -1.202 -4.268 -3.143
H -1.712 -5.168 -3.524
H -1.446 -3.450 -3.843
H -1.663 -4.026 -2.169
H 0.200 -4.749 -0.863
H 1.813 -4.676 -1.573
H 0.847 -6.135 -1.765
Sm 0.066 -0.778 -0.666
C 2.167 0.106 1.642
C 3.194 -0.481 0.845
C 3.284 0.260 -0.367
H 3.828 -1.318 1.137
C 2.312 1.305 -0.329
C 1.614 1.213 0.918
H 0.851 1.903 1.286
H 1.917 -0.183 2.663
H 3.990 0.076 -1.174
H 2.155 2.058 -1.102
C -2.613 -0.518 -0.614
C -2.042 0.659 -0.045
C -1.273 1.317 -1.058
H -2.228 1.025 0.961
C -1.346 0.524 -2.254
C -2.164 -0.625 -1.973
H -2.458 -1.396 -2.689
H -3.353 -1.170 -0.149
H -0.746 2.263 -0.956
H -0.856 0.733 -3.205
F -1.206 -2.437 3.914
C -0.903 -3.217 2.850
F 0.139 -4.017 3.207
F -1.969 -4.020 2.607
C -0.520 -2.347 1.595
O -0.248 -1.132 1.789
O -0.493 -2.873 0.432
```

Results
* 2S+1: 6
* total charge: -2
* Kohn-Sham gap (alpha / beta): 2.19 / 2.20 eV
* DFT total energy: -2454.86335 Eh

These are the Löwdin partial charges, in e, on atoms 1 to 8:
1. C -0.25
2. C -0.09
3. C -0.05
4. C -0.27
5. H 0.11
6. H 0.11
7. C -0.20
8. H 0.13

---

(3)
This record from OMol25 describes one molecule with the formula C25H30FN3O4S. The level of theory is ωB97M-V/def2-TZVPD.

```
64
Properties=species:S:1:pos:R:3
C 0.693 -2.517 4.695
C 0.212 -2.154 3.291
C 0.510 -3.273 2.294
N 0.783 -0.875 2.842
C 2.109 -0.805 2.633
O 2.881 -1.707 2.904
C 2.703 0.486 2.025
N 2.160 0.850 0.742
C 1.762 2.094 0.374
C 1.356 2.095 -0.932
S 0.818 3.531 -1.794
O 0.502 3.196 -3.164
O 1.757 4.594 -1.570
C -0.749 4.023 -0.983
C -1.797 2.941 -1.117
O -2.344 2.442 -0.151
N -2.083 2.639 -2.395
C -3.062 1.627 -2.748
C -2.428 0.278 -2.971
C -2.244 -0.583 -1.896
C -1.654 -1.820 -2.074
C -1.255 -2.185 -3.346
F -0.690 -3.396 -3.533
C -1.419 -1.347 -4.433
C -2.004 -0.109 -4.235
C 1.524 0.771 -1.427
C 1.334 0.172 -2.670
C 1.662 -1.158 -2.802
C 2.154 -1.901 -1.725
C 2.351 -1.332 -0.485
C 2.038 0.015 -0.343
C -0.149 0.224 2.610
C -1.075 -0.080 1.433
C -0.938 0.572 3.875
H 0.198 -3.427 5.025
H 0.461 -1.719 5.397
H 1.765 -2.682 4.691
H -0.869 -2.010 3.322
H 1.569 -3.512 2.298
H -0.050 -4.163 2.570
H 0.221 -2.974 1.288
H 2.581 1.322 2.718
H 3.776 0.280 1.926
H 1.804 2.922 1.057
H -0.530 4.227 0.061
H -1.054 4.937 -1.487
H -1.400 2.906 -3.097
H -3.771 1.574 -1.918
H -3.579 1.960 -3.651
H -2.574 -0.277 -0.915
H -1.507 -2.500 -1.250
H -1.095 -1.665 -5.411
H -2.138 0.557 -5.074
H 0.961 0.754 -3.497
H 1.549 -1.645 -3.759
H 2.392 -2.943 -1.873
H 2.750 -1.905 0.336
H 0.434 1.107 2.355
H -1.779 -0.871 1.677
H -0.490 -0.387 0.568
H -1.636 0.813 1.168
H -1.620 -0.222 4.165
H -1.525 1.466 3.686
H -0.260 0.768 4.703
```

Results
* 2S+1: 1
* energy relative to the best compared isomer or geometry (same formula, charge and spin): 0.183 eV
* SMILES: CC(C)N(C(=O)Cn1cc(S(=O)(=O)CC(=O)NCc2ccc(F)cc2)c2ccccc21)C(C)C
* Kohn-Sham gap: 9.12 eV
* DFT total energy: -1933.98247 Eh

These are the Löwdin partial charges, in e, on atoms 1 to 8:
1. C -0.04
2. C -0.36
3. C -0.04
4. N 0.01
5. C -0.44
6. O 0.04
7. C -0.02
8. N -0.04

---

(4)
This record from OMol25 describes one molecule with the formula C25H30N2O3. The level of theory is ωB97M-V/def2-TZVPD.

```
60
Properties=species:S:1:pos:R:3
C -4.829 -4.418 -1.436
O -3.890 -3.573 -0.818
C -4.071 -2.230 -0.907
C -5.125 -1.606 -1.553
C -5.211 -0.223 -1.583
C -4.256 0.555 -0.952
C -4.402 2.035 -1.020
O -4.931 2.602 -1.957
N -3.907 2.707 0.053
C -3.980 4.125 0.170
C -2.908 4.863 0.911
C -4.289 4.752 1.495
C -3.181 -0.065 -0.310
C -3.071 -1.443 -0.283
O -2.080 -2.156 0.314
C -0.972 -1.497 0.898
C -0.271 -2.518 1.793
C 0.985 -1.907 2.405
N 1.889 -1.471 1.360
C 3.171 -1.031 1.885
C 4.160 -0.848 0.779
C 4.949 0.215 0.652
C 5.949 0.446 -0.382
C 6.143 -0.417 -1.462
C 7.106 -0.151 -2.415
C 7.899 0.981 -2.315
C 7.718 1.849 -1.251
C 6.753 1.585 -0.299
C 1.268 -0.449 0.540
C 0.030 -1.008 -0.151
H -4.483 -5.432 -1.242
H -4.873 -4.250 -2.517
H -5.829 -4.290 -1.008
H -5.888 -2.188 -2.043
H -6.024 0.265 -2.097
H -3.568 2.194 0.851
H -4.398 4.555 -0.731
H -2.582 5.818 0.529
H -2.118 4.287 1.370
H -4.915 5.630 1.515
H -4.427 4.101 2.346
H -2.409 0.544 0.135
H -1.314 -0.654 1.518
H -0.001 -3.379 1.182
H -0.951 -2.851 2.577
H 1.495 -2.660 3.012
H 0.700 -1.068 3.071
H 3.537 -1.820 2.553
H 3.080 -0.101 2.477
H 4.191 -1.668 0.078
H 4.874 1.006 1.390
H 5.533 -1.302 -1.560
H 7.242 -0.831 -3.244
H 8.652 1.185 -3.061
H 8.330 2.735 -1.166
H 6.617 2.267 0.529
H 1.995 -0.123 -0.208
H 0.986 0.434 1.147
H 0.314 -1.858 -0.772
H -0.415 -0.247 -0.794
```

Results
* 2S+1: 1
* energy relative to the best compared isomer or geometry (same formula, charge and spin): 2.786 eV
* SMILES: COc1ccc(C(=O)NC2CC2)cc1OC1CCN(C/C=C/c2ccccc2)CC1
* Kohn-Sham gap: 8.72 eV
* DFT total energy: -1305.82630 Eh

These are the Löwdin partial charges, in e, on atoms 1 to 8:
1. C -0.08
2. O -0.06
3. C -0.19
4. C 0.00
5. C -0.02
6. C -0.14
7. C -0.45
8. O 0.07